Record 1
71
Properties=species:S:1:pos:R:3:forces:R:3:lowdin_spin:R:1 method="wB97M-V/def2-TZVPD" e_homo_ev="-0.9151 / -5.5566" total_energy_ha=-17229.14653 charge=-1 spin_multiplicity=2 e_lumo_ev="1.059 / 1.059" s_squared=0.754
C -0.9454 7.7260 -0.9878 0.372 -0.845 1.453 0.00
C 0.1685 6.7573 -0.5206 -1.193 -0.542 -3.942 0.00
C 0.5892 6.9249 0.8729 -0.335 1.013 -0.320 0.00
O 0.3245 5.7093 1.4761 -0.060 -1.874 -0.144 0.00
C -0.0734 4.7746 0.5407 -0.036 -2.819 0.731 0.00
O -0.1916 3.5801 0.8351 -0.031 3.849 -1.366 0.00
O -0.2891 5.3688 -0.6923 0.327 -0.088 2.681 0.00
H -1.5347 7.2289 -1.7583 0.329 0.722 -0.492 0.00
H -0.5175 8.7213 -1.1075 -0.041 -0.110 -0.991 0.00
H -1.6203 7.8978 -0.1493 -0.284 -0.331 0.176 0.00
H 0.9924 6.7706 -1.2340 0.147 0.439 0.093 0.00
H -0.1274 7.6592 1.2407 0.788 0.368 0.913 0.00
H 1.6383 7.2124 0.8027 0.029 -0.001 1.187 0.00
F 4.5281 -3.5856 -5.7549 -0.332 0.756 -0.540 0.00
C 4.4069 -4.2913 -4.6349 0.168 -0.949 1.291 0.00
C 4.1849 -3.6394 -3.3909 0.423 0.019 -2.548 0.00
C 4.2602 -4.3691 -2.2446 -0.069 -0.533 0.920 0.00
C 4.4660 -5.7420 -2.2900 -0.063 0.361 -0.909 0.00
C 4.7259 -6.3372 -3.5311 -0.410 -0.742 1.109 0.00
C 4.6471 -5.6689 -4.7429 0.567 1.247 1.122 0.00
H 4.0257 -2.5714 -3.4120 0.039 0.083 0.133 0.00
H 4.1954 -3.8826 -1.2825 -0.257 0.080 -0.054 0.00
H 4.3610 -6.3066 -1.3753 0.463 -0.210 -0.046 0.00
H 5.0135 -7.3768 -3.4767 -0.123 -0.247 -0.393 0.00
H 4.9889 -6.1295 -5.6580 -0.282 0.101 -0.149 0.00
F -4.5475 -1.3569 0.8488 1.004 0.567 1.089 0.00
C -5.4612 -1.9613 0.1404 -0.999 -0.580 -1.884 0.00
C -5.5646 -1.6653 -1.2065 -1.546 -1.600 -2.016 0.00
C -6.5354 -2.4077 -2.0421 2.104 1.039 2.153 0.00
C -7.3085 -3.3428 -1.4218 -0.422 -0.397 -0.382 0.00
C -7.2138 -3.5713 -0.0436 -0.928 -0.875 -2.068 0.00
C -6.2811 -2.9485 0.6873 0.336 0.255 1.705 0.00
H -4.8706 -1.0682 -1.7795 0.150 0.481 0.572 0.00
H -6.5370 -2.3283 -3.1192 0.063 0.326 0.015 0.00
H -7.8946 -3.9922 -2.0552 -0.430 -0.014 0.154 0.00
H -7.8116 -4.3659 0.3778 -0.016 0.030 0.186 0.00
H -6.2662 -3.3523 1.6888 0.756 0.767 0.449 0.00
F 2.1034 5.2856 4.0260 0.175 0.127 -0.166 0.00
C 1.7206 4.0465 4.3496 0.419 -1.366 -0.177 0.00
C 1.3899 3.7656 5.6377 -0.500 -0.199 1.636 0.00
C 0.9142 2.4924 5.9840 0.579 1.191 0.312 0.00
C 0.7466 1.5175 5.0380 -0.763 0.260 1.646 0.00
C 0.9757 1.8421 3.7346 0.825 -0.394 -0.721 0.00
C 1.6694 3.0129 3.4248 -1.640 0.735 -1.216 0.00
H 1.4878 4.5307 6.3936 -0.077 0.150 0.069 0.00
H 0.5943 2.2574 6.9884 0.259 0.260 0.271 0.00
H 0.3325 0.6381 5.5089 -0.214 -0.626 -1.052 0.00
H 0.6006 1.1665 2.9801 0.560 -0.016 -0.387 0.00
H 1.8419 3.2575 2.3871 0.202 -0.117 -0.061 0.00
F 2.0091 -3.4233 -0.6278 -0.222 -0.198 -0.253 0.00
C 1.2054 -2.3610 -0.4582 1.107 3.194 1.380 0.00
C 1.7872 -1.1358 0.0495 0.775 -1.967 -0.352 0.00
C 1.0345 -0.0625 0.3991 -1.331 -0.182 -0.533 0.00
C -0.3339 -0.1275 0.1463 -0.815 -0.531 0.242 0.00
C -0.9425 -1.2833 -0.3934 1.350 1.392 0.654 0.00
C -0.1364 -2.3947 -0.6827 -0.919 -0.451 -0.457 0.00
H 2.8377 -0.9772 0.2436 0.380 -0.742 -0.153 0.01
H 1.4756 0.8115 0.8551 0.169 0.053 -0.160 0.00
H -0.8948 0.7297 0.4886 -0.485 0.016 -0.309 0.00
H -2.0113 -1.2778 -0.5489 -0.031 -0.233 -0.081 0.00
H -0.5815 -3.2830 -1.1061 -0.032 -0.157 0.048 0.00
C -3.8600 -5.4157 -1.7857 0.328 -0.528 0.114 0.00
Br -2.0691 -5.8187 -1.1875 -0.095 -0.013 0.283 0.00
Br -5.1776 -6.4770 -0.7332 0.694 0.669 -0.868 0.00
Br -3.8632 -5.7528 -3.7110 -0.574 0.161 0.605 0.00
H -3.9952 -4.3507 -1.5971 -0.422 -0.323 -0.110 0.00
C 4.7845 2.9825 0.9103 0.446 0.172 -0.939 0.25
Br 4.5496 1.0957 1.5532 0.185 -2.078 0.872 0.31
Br 4.6031 4.3220 2.2583 0.256 1.489 1.244 0.18
Br 3.5106 3.2350 -0.5735 -0.979 0.586 -1.380 0.21
H 5.7669 3.0817 0.4488 0.182 -0.080 0.115 0.01

***

Record 2
74
Properties=species:S:1:pos:R:3:forces:R:3:lowdin_spin:R:1 method="wB97M-V/def2-TZVPD" e_homo_ev="-7.2299 / -7.9742" total_energy_ha=-11456.79191 charge=0 spin_multiplicity=4 e_lumo_ev="-0.277 / -1.388" e_above_lowest_kj_mol=111.4 s_squared=3.772
V 1.2701 -0.9908 -0.9037 -0.384 -1.473 -0.122 1.94
Se 4.3489 -2.6304 -0.0210 0.096 -0.008 0.005 0.51
Se 1.6508 -3.6043 -0.5589 -0.083 0.392 -0.158 0.26
C 0.2779 -3.3067 0.7161 -0.017 -0.082 0.016 0.03
C 0.0990 -4.1005 1.8470 -0.025 -0.011 -0.015 0.02
C -0.9619 -3.8264 2.6871 0.005 0.005 -0.005 0.00
C -1.8240 -2.7816 2.3740 0.013 -0.044 -0.012 0.02
C -1.5574 -2.0384 1.2409 -0.025 -0.067 -0.066 0.00
N -0.5227 -2.2771 0.4282 0.063 0.267 0.143 0.04
C 4.2350 -1.6824 -1.6441 -0.044 -0.121 -0.015 0.04
C 5.3877 -1.5754 -2.4392 -0.022 0.010 0.005 0.02
C 5.3191 -0.9866 -3.6778 0.009 0.002 0.016 0.01
C 4.0896 -0.5202 -4.1440 -0.020 -0.014 -0.031 0.00
C 3.0034 -0.6247 -3.3132 0.062 -0.131 -0.030 0.01
N 3.0701 -1.1611 -2.0756 -0.167 0.444 0.102 0.00
H 0.7859 -4.9103 2.0470 0.002 0.000 -0.005 0.00
H -1.1214 -4.4242 3.5753 -0.011 0.000 0.002 0.00
H -2.6743 -2.5375 2.9944 -0.005 -0.023 -0.035 0.00
H -2.2220 -1.2254 0.9604 0.010 0.006 0.003 0.00
H 6.3130 -1.9898 -2.0661 0.000 -0.011 0.002 0.01
H 6.2075 -0.9134 -4.2919 -0.007 0.005 -0.013 0.00
H 3.9768 -0.0876 -5.1275 0.013 0.006 0.000 0.00
H 2.0218 -0.2784 -3.6074 0.002 -0.005 -0.003 0.00
C 2.4237 2.3684 -2.1152 -0.061 0.229 -0.043 0.00
O 1.3977 1.7696 -1.3335 -0.056 -0.062 0.034 0.01
C 0.5817 2.5995 -0.6167 0.081 0.032 0.029 0.00
C 0.5782 3.9817 -0.6837 0.022 -0.151 -0.062 0.00
C -0.3060 4.6959 0.1194 0.032 -0.018 -0.020 0.00
Br -0.3076 6.5847 0.0039 0.001 0.011 -0.004 0.00
C -1.1596 4.0672 0.9926 -0.021 -0.034 0.033 0.00
C -1.1404 2.6734 1.0817 -0.007 0.000 -0.075 0.00
C -0.2894 1.9499 0.2621 0.073 -0.061 0.026 0.00
O -0.2290 0.5865 0.2434 -0.194 0.075 -0.052 0.01
C -2.0450 2.0027 2.0294 -0.024 0.063 -0.046 0.00
N -3.2975 2.3210 2.2045 0.072 -0.019 -0.036 0.00
C -3.7517 1.4512 3.1832 0.026 -0.054 0.043 0.00
C -5.0154 1.3365 3.7631 0.028 -0.005 -0.002 0.00
C -5.1888 0.3782 4.7410 -0.005 0.008 -0.002 0.00
C -4.1337 -0.4556 5.1477 -0.010 -0.015 0.017 0.00
C -2.8779 -0.3623 4.5803 -0.010 0.032 0.009 0.00
C -2.7150 0.5989 3.5875 -0.090 -0.023 0.046 0.00
N -1.6295 0.9545 2.8157 0.251 -0.131 0.076 0.00
H 1.9963 2.9708 -2.9200 -0.043 -0.012 -0.012 0.00
H 3.0000 1.5526 -2.5419 -0.027 0.170 0.080 0.00
H 3.0758 2.9861 -1.4949 -0.064 0.025 -0.023 0.00
H 1.2441 4.5115 -1.3436 0.079 0.025 -0.062 0.00
H -1.8447 4.6218 1.6170 0.006 0.010 -0.002 0.00
H -0.7998 0.1942 0.9210 0.097 0.073 -0.011 0.00
H -5.8221 1.9861 3.4513 -0.001 0.000 0.004 0.00
H -6.1557 0.2663 5.2140 0.001 0.002 -0.003 0.00
H -4.3108 -1.1847 5.9279 0.003 0.000 -0.002 0.00
H -2.0602 -0.9988 4.8925 -0.002 0.020 0.025 0.00
H -0.6664 0.6521 2.9733 0.002 0.121 -0.051 0.00
C -0.8456 -0.1579 -4.3214 -0.055 -0.047 -0.018 0.00
C -1.0573 -0.9212 -3.0158 0.098 -0.158 0.025 0.00
C -2.1661 -0.2695 -2.1992 -0.014 0.012 -0.054 0.00
C -1.3698 -2.3899 -3.2789 -0.046 0.006 0.003 0.00
O 0.1605 -0.8475 -2.2969 0.302 0.409 0.069 0.01
H -1.7790 -0.0677 -4.8804 0.004 -0.029 0.012 0.00
H -0.1213 -0.6758 -4.9534 0.033 0.024 0.015 0.00
H -0.4774 0.8457 -4.1015 -0.001 0.014 -0.007 0.00
H -3.1193 -0.3458 -2.7259 0.022 0.005 -0.008 0.00
H -1.9517 0.7862 -2.0253 0.024 -0.004 0.035 0.00
H -2.2620 -0.7782 -1.2427 -0.017 -0.009 0.073 0.00
H -2.2780 -2.4989 -3.8755 0.003 0.017 0.006 0.00
H -1.5064 -2.9140 -2.3319 0.012 -0.013 0.003 0.00
H -0.5421 -2.8571 -3.8142 0.006 -0.005 0.007 0.00
Cl 4.4075 0.3689 3.0666 0.015 0.009 0.026 0.00
C 3.2392 1.0164 1.9047 -0.012 -0.016 0.069 0.00
Cl 4.0105 1.1490 0.3170 0.158 -0.042 0.156 0.00
Cl 2.6969 2.6252 2.4091 0.010 -0.030 -0.013 0.00
C 2.0187 0.0295 1.8947 -0.206 0.103 0.291 0.00
O 1.2414 0.1057 2.8327 -0.038 0.103 -0.122 0.00
O 1.9774 -0.7900 0.9349 0.076 0.191 -0.261 0.03

***

Among the records above, which one has the highest charge? C30H28BrCl3N4O5Se2V